Record 1
DFT (ωB97M-V with the def2-TZVPD basis set) results for C41H37AsN7O10S3SbTa as an isolated structure at a distorted geometry.

Geometry as XYZ:
```
101
Properties=species:S:1:pos:R:3
Ta 0.04205 -0.54485 0.64053
Sb -1.38718 3.30340 1.58206
As 0.65067 -3.74578 -0.82202
S 0.38826 -0.01995 -2.25884
S 0.16274 2.03801 0.40244
S 2.68068 -1.44406 1.24038
O -6.61055 -1.87558 -4.40700
O -0.01813 -2.14261 -0.45660
O -8.09376 -0.84306 -3.24245
O -1.44562 -2.36401 1.75603
O 0.48465 -4.55741 0.74077
O 1.41076 -2.04321 1.72179
O 2.09855 -0.24367 0.48795
O -1.80721 -0.22485 0.12469
O 3.66096 -1.07788 2.19441
O -3.14075 1.24555 1.09815
N 1.87610 2.29776 -2.34244
N -2.18258 -7.15515 4.21396
N -2.83390 -2.61584 1.28938
N -6.96035 -1.20530 -3.46165
N 0.67519 3.63274 -3.59697
N 0.08732 2.41422 -3.44019
N 2.93054 1.89944 -1.51835
C -2.93336 -3.92826 0.74556
C -4.19277 4.33656 0.96677
C -2.41881 -4.95261 2.87853
C -0.21082 5.03113 1.85919
C 3.37886 -2.49681 0.02250
C 2.76877 4.62383 -2.70234
C -3.13955 2.19169 3.89056
C 2.59201 -3.32045 -0.79297
C 3.26785 -4.06096 -1.75719
C -3.99413 -0.04711 -0.70978
C 4.76081 -2.42729 -0.10047
C -5.91752 -0.79802 -2.49428
C -3.73476 4.75175 -1.74875
C -0.27190 -0.13932 2.74389
C -2.68541 -5.03113 1.44439
C -2.95873 4.03256 0.40464
C -2.47995 -2.54387 2.70159
C -1.32220 2.92507 5.87164
C -3.42385 1.94776 5.22731
C -5.29215 0.42080 -0.55564
C 4.64973 -4.00069 -1.89970
C -6.27397 0.03698 -1.45237
C -4.97129 5.05636 -1.19384
C -1.03782 3.18860 4.53978
C 1.90202 6.07994 2.32473
C -4.63006 -1.26692 -2.67542
C -2.72269 4.23875 -0.94905
C -5.19938 4.85191 0.16125
C 0.78777 1.56927 -2.68053
C 5.39987 -3.18506 -1.06824
C -3.65855 -0.88984 -1.76448
C -2.28561 -6.17692 3.62211
C 1.15184 4.92965 2.12414
C 1.76890 3.54955 -2.90106
C -2.39994 -3.77076 3.50514
C 1.29548 7.32787 2.25210
C -0.81738 6.28190 1.78002
C -2.51481 2.30507 6.21590
C -0.06151 7.42964 1.97695
C -2.95239 0.37815 0.26010
C -1.93981 2.81000 3.55149
H -3.27145 -3.94394 -0.28136
H -7.29672 0.37146 -1.36053
H -3.55578 4.91745 -2.80327
H -6.16193 5.09368 0.59292
H -5.52145 1.08582 0.26589
H -2.74028 2.10770 7.25567
H 2.45847 5.50124 -3.26282
H -2.79620 -1.63259 3.19771
H 0.75780 -3.98488 1.47011
H 6.47606 -3.13875 -1.16118
H -4.40888 -1.90895 -3.51506
H 0.45596 0.60974 3.07285
H -5.75863 5.45731 -1.81840
H -0.53279 8.40160 1.91335
H 3.73145 1.69299 -2.11154
H 5.32779 -1.79406 0.56835
H -0.13667 -1.02668 3.36050
H -0.11247 3.69207 4.28413
H -4.36129 1.47773 5.49575
H -3.84107 1.89311 3.12786
H 2.84611 4.87088 -1.64294
H -4.37927 4.17529 2.02241
H 3.75524 4.31352 -3.04758
H 1.88331 8.22323 2.40642
H -2.33226 -3.69470 4.58122
H 1.63322 3.95882 2.15597
H 2.65621 1.02845 -1.06404
H -2.63879 -1.23912 -1.86827
H 2.96089 6.00158 2.53426
H -0.79682 2.20847 -3.87540
H -1.87569 6.37258 1.56085
H 2.70546 -4.71346 -2.41664
H -2.76771 -6.00337 0.97996
H -0.61410 3.21222 6.63750
H -1.75841 3.99869 -1.38489
H -1.27636 0.26516 2.89778
H 5.13564 -4.60026 -2.65799
```

Summary:
Net charge: +1
Relative energy (zero: lowest compared OMol25 entry of this formula, charge and spin) (kJ/mol): 321.3
HOMO level (Ha): -0.40214
F_max (Eh/bohr): 0.0263
Calculated total energy (Eh): -6447.61145

Mulliken atomic charge list, values in e, 2 entries: number 1, Ta, carries 0.7228; number 2, Sb, carries 0.9116

---

Record 2
DFT (ωB97M-V with the def2-TZVPD basis set) results for C27H50Br2Cl21F3NO4S2 as an isolated structure at a distorted geometry.

Geometry as XYZ:
```
110
Properties=species:S:1:pos:R:3
Br -0.34554 0.53532 -3.92757
Br 0.39742 3.55033 -2.78595
Cl -4.26897 -4.17887 5.93414
Cl -2.55470 -6.25682 -1.97240
Cl 1.07815 -1.29019 -6.21405
Cl 0.58177 -4.36398 -3.76085
Cl -2.37528 -4.90542 1.15930
Cl -4.85961 -1.94454 1.88876
Cl -2.27638 -6.70511 4.73078
Cl 1.90734 6.48067 7.50331
Cl 6.76312 -7.86216 -7.28633
Cl -5.79338 -0.09826 4.57191
Cl -5.81792 0.18752 9.60143
Cl 4.08871 -2.64215 -7.02673
Cl -3.82855 3.15409 -5.52809
Cl -2.28381 0.21373 -6.23822
Cl 4.08244 7.71637 5.18041
Cl -2.26055 -2.61526 -3.11926
Cl -2.48354 1.77229 1.24246
Cl -5.37710 2.60864 7.24390
Cl 7.28982 -6.00319 -4.47831
Cl 6.45594 1.33968 -0.76100
Cl 4.93329 4.15431 0.37852
S 0.98582 3.12831 2.77493
S 2.18622 1.01632 1.43665
F 1.71851 -0.29096 -2.49583
F 0.13327 0.59220 -1.31181
F 2.57290 2.06229 -3.31807
O 0.16398 2.26845 3.62036
O 1.39630 4.32612 3.52226
O 0.83197 0.48537 1.32310
O 3.10340 0.02446 2.00475
N 2.37753 2.43534 2.24211
C -3.13618 -4.18191 -0.27995
C 0.87247 0.72357 -2.37057
C -4.54468 1.74167 -6.34335
C -0.02630 3.77932 1.43104
C -6.80375 1.56449 7.45250
C -2.51564 -4.12168 5.60647
C 6.40700 -5.50365 -5.94371
C 3.74700 -0.93060 -6.65132
C -2.10172 -4.95678 4.42326
C -3.76716 -5.21707 -1.17624
C -4.32602 -1.10423 4.42184
C -3.99731 0.44183 -5.81096
C -7.07058 1.24489 8.90196
C 2.90100 1.29501 -0.20792
C 6.85033 3.02106 -1.19817
C 2.22483 2.46304 -0.98621
C -1.42974 4.19720 1.96321
C 5.66215 -6.64969 -6.57845
C 2.67145 -0.78160 -5.60738
C -1.47712 -2.83400 -4.70205
C 6.64852 3.97879 -0.04949
C -3.76805 -1.09768 3.02178
C 3.09408 5.55290 6.54368
C 4.35195 6.34219 6.28575
C -0.83059 -4.18984 -4.83119
C 1.65195 2.07542 -2.34040
C -2.50905 3.56376 1.08398
H -1.52703 3.90851 3.00547
H 2.58086 0.26435 -5.31668
H -5.61884 1.78427 -6.17022
H -7.12227 2.14749 9.50581
H 5.70073 -4.73245 -5.64222
H -3.50754 3.89314 1.35120
H -2.29069 3.82431 0.05057
H -3.59911 -0.10011 2.63005
H 7.01544 4.96478 -0.33206
H -4.08166 0.38706 -4.72789
H 5.03910 -6.27581 -7.38931
H 3.33384 4.65932 7.11708
H -0.47603 -4.32770 -5.85168
H 5.02416 -7.15555 -5.85860
H -2.26585 -3.07918 5.40945
H 0.44667 4.64538 0.97462
H 7.18119 3.65745 0.84219
H -8.01784 0.71489 8.99043
H -0.20173 3.03453 0.65370
H -1.53053 -4.98845 -4.59557
H -4.36235 1.84196 -7.41042
H 4.67513 -0.49437 -6.28612
H -3.59392 -0.69958 5.12007
H 6.23660 3.29086 -2.05434
H 2.96609 3.24608 -1.19047
H 7.89521 3.03546 -1.50547
H -2.68310 -4.71073 3.54024
H 2.61665 5.24397 5.61559
H -1.52244 5.27374 1.82165
H -4.44685 -5.86020 -0.62260
H -0.75577 -2.03205 -4.82882
H -2.00567 -4.42937 6.51536
H 3.92595 1.60537 0.00017
H -2.37931 -3.60635 -0.80275
H -6.64554 0.66307 6.86561
H -2.25289 -2.72143 -5.45833
H -3.89735 -3.49485 0.08084
H 5.09315 5.69862 5.81527
H 1.49077 2.91555 -0.32977
H -7.65368 2.10248 7.03418
H -4.57324 -2.12259 4.72340
H -2.81560 -1.62663 3.00443
H 7.12287 -5.06314 -6.63296
H 4.77152 6.73643 7.20852
H 2.96699 0.36164 -0.75763
H 2.89224 -1.36534 -4.71819
H -4.32692 -4.72195 -1.96780
H -1.05080 -4.77676 4.20250
H 3.47511 -0.43408 -7.57917
H -4.54721 -0.39338 -6.24203
```

Summary:
Net charge: -1
HOMO level (Ha): -0.23578
F_max (Eh/bohr): 0.0553
Calculated total energy (Eh): -17322.63648

Mulliken atomic charge list, values in e, 2 entries: number 1, Br, carries -0.0705; number 2, Br, carries -0.1351

---

Record 3
DFT (ωB97M-V with the def2-TZVPD basis set) results for C9H18ClCrO9 as an isolated structure at a distorted geometry.

Geometry as XYZ:
```
38
Properties=species:S:1:pos:R:3
Cr 0.88405 -1.75326 -0.75700
Cl -0.20804 -1.04379 1.18447
O 3.12749 3.87123 4.59122
O -0.55239 0.86232 -3.94253
O -2.51831 -3.94598 -1.21721
O -1.79670 -3.79085 -3.21730
O -1.80065 1.23854 -2.27042
O 1.62521 2.61960 3.71348
O 2.63836 1.92080 5.60130
O -0.92166 -2.43085 -1.65644
O 0.12848 0.14217 -1.92428
C -0.66336 0.72426 -2.64450
C -1.69256 -3.33676 -2.00256
C 4.24691 4.04961 5.47596
C 0.68386 0.47756 -4.54574
C -2.19219 1.11664 -0.90066
C -2.60731 -3.54859 0.16978
C 0.77980 1.48124 3.70270
C 2.47566 2.72281 4.72466
C -1.30447 -2.96220 -4.28765
H -3.12867 -4.35526 0.67473
H -3.20770 -2.64780 0.26732
H -0.22822 -2.83087 -4.17832
H -2.88260 1.92618 -0.67794
H -1.34476 1.17622 -0.22634
H -1.85409 -2.02564 -4.33614
H 4.78304 4.90741 5.08330
H 0.40164 1.39898 2.68795
H 1.52641 0.82685 -3.94649
H 0.68198 0.91191 -5.53474
H -0.06936 1.70236 4.35309
H 0.79371 -0.60922 -4.56391
H 1.23161 0.53811 3.99853
H -2.75693 0.19541 -0.75513
H -1.62209 -3.42643 0.60690
H 3.87913 4.21455 6.48631
H 4.92647 3.19833 5.47091
H -1.46172 -3.51558 -5.20732
```

Summary:
Net charge: +1
Relative energy (zero: lowest compared OMol25 entry of this formula, charge and spin) (kJ/mol): 31.7
HOMO level (spin up / spin down) (Ha): -0.45587 / -0.45587
Spin multiplicity: 5
<S²>: 6.030
F_max (Eh/bohr): 0.0568
Calculated total energy (Eh): -2535.33936

natural (NBO) atomic charge list, values in e, 2 entries: number 1, Cr, carries 1.5108; number 2, Cl, carries -0.6148

---

Record 4
DFT (ωB97M-V with the def2-TZVPD basis set) results for the molecule C4H10O2 at a distorted geometry.

Geometry as XYZ:
```
16
Properties=species:S:1:pos:R:3
O 0.11224 -3.01673 0.50110
O -0.21738 3.05363 -0.46686
C -0.68921 1.64689 -0.61219
C 0.44971 0.64747 -0.28426
C -0.19713 -0.68200 0.13331
C 0.71089 -1.77465 0.82220
H 0.79630 -1.60476 1.89105
H -0.75930 -1.14149 -0.68496
H -1.13366 3.36950 -0.48400
H -1.00395 1.43607 -1.65552
H -0.85800 -0.48134 0.97443
H -1.54705 1.47890 0.07357
H 0.94691 0.63702 -1.24676
H 0.12794 -3.17705 -0.44532
H 1.75539 -1.71089 0.47989
H 0.97468 1.04473 0.58318
```

Summary:
Relative energy (zero: lowest compared OMol25 entry of this formula, charge and spin) (kJ/mol): 169.9
HOMO level (Ha): -0.36858
F_max (Eh/bohr): 0.0545
Calculated total energy (Eh): -308.83345

natural (NBO) atomic charge list, values in e, 2 entries: number 1, O, carries -0.7212; number 2, O, carries -0.7129

---

Number 1: molar mass 1261.62 u. Number 2: molar mass 1478.15 u. Number 3: molar mass 357.68 u. Number 4: molar mass 90.12 u.